[1]
# C9H8IN2O

2 unconnected molecules or ions with the total composition C9H8IN2O (ωB97M-V/def2-TZVPD, the Open Molecules 2025 dataset).

Last column: natural (NBO) charge in e.
Atoms and positions in Å:
1 C -4.00170 -1.17007 -0.05733  0.23
2 C -2.58225 0.80731 -0.02687  -0.08
3 C -1.33854 1.40561 -0.00626  -0.26
4 C -1.58994 -1.42709 0.05969  -0.15
5 C -2.70762 -0.58987 -0.00137  -0.05
6 C -0.22010 0.57476 0.04257  0.00
7 C -0.35176 -0.82653 0.08000  0.02
8 C 1.02000 -1.40804 0.12345  -0.11
9 C 1.19971 0.83436 0.04836  0.56
10 N -5.04526 -1.63430 -0.12430  -0.14
11 N 1.81532 1.98786 0.00320  -0.71
12 O 1.88586 -0.27136 0.09643  -0.42
13 I 5.10663 -0.23534 -0.03965  -0.12
14 H -3.47728 1.40965 -0.07009  0.26
15 H -1.24799 2.48098 -0.02982  0.24
16 H -1.70215 -2.49892 0.07602  0.25
17 H 1.22550 -1.97595 1.03658  0.24
18 H 1.25890 -2.04118 -0.73789  0.24
19 H 6.62050 -0.28952 -0.44726  0.12
20 H 2.82879 2.01094 0.00486  0.45
21 H 1.30336 2.85672 -0.03033  0.43

The LUMO energy (alpha / beta) comes out at -0.12450 / -0.30824 Ha. The calculation puts the largest force on an atom at 4.1 eV/Å. As for the net charge: +1. For the highest occupied orbital energy (alpha / beta), the calculation gives -10.48 / -12.91 eV. The multiplicity is 3. As for the expectation value of S²: 2.02.



[2]
# C29H32AsIN2O2PSTi

A molecular structure, C29H32AsIN2O2PSTi (ωB97M-V/def2-TZVPD, the Open Molecules 2025 dataset).

Last column: natural (NBO) charge in e.
Atoms and positions in Å:
1 Ti -0.52224 -1.19785 -0.34156  0.96
2 C 3.52267 -1.64629 1.38992  -0.66
3 C 2.07625 -1.47229 1.10148  0.14
4 N 1.55082 -1.49191 -0.13715  -0.30
5 O 2.53891 -1.72912 -1.11309  -0.57
6 C 1.07921 -1.27653 2.08154  0.05
7 C 1.24616 -1.12748 3.55926  -0.65
8 N -0.05522 -1.19412 1.42504  -0.25
9 O -1.34177 -1.00941 1.63798  -0.55
10 H 3.98381 -2.36969 0.71996  0.24
11 H 3.66196 -1.97499 2.41787  0.23
12 H 4.06045 -0.70373 1.25980  0.23
13 H 2.01799 -1.89773 -1.91144  0.49
14 H 1.97221 -0.34648 3.79000  0.23
15 H 1.58347 -2.05407 4.02730  0.22
16 H 0.29755 -0.84754 4.01469  0.25
17 I -3.14039 -0.67816 -1.27700  0.38
18 C -3.78957 1.11015 -0.40311  -0.13
19 C -5.12782 1.04530 -0.09453  -0.22
20 C -5.83856 2.19523 0.29799  -0.21
21 C -5.19698 3.39117 0.29533  -0.17
22 C -3.81858 3.48286 -0.01691  0.02
23 C -3.23706 4.77426 -0.05407  -0.15
24 C -1.91910 4.94263 -0.34960  -0.22
25 C -1.12270 3.80152 -0.51729  -0.14
26 C -1.62513 2.51992 -0.46516  -0.35
27 P -0.30359 1.25876 -0.38468  0.94
28 C 0.64709 1.47547 -1.91657  -0.34
29 C 0.34193 0.59927 -2.95824  -0.21
30 C 1.03824 0.63867 -4.15664  -0.19
31 C 2.05340 1.56944 -4.32563  -0.20
32 C 2.36242 2.45361 -3.30091  -0.14
33 C 1.66908 2.40809 -2.10340  -0.22
34 C 0.73851 1.87654 0.96315  -0.38
35 C 0.14466 2.44661 2.08939  -0.14
36 C 0.91353 2.78708 3.19055  -0.22
37 C 2.28231 2.56588 3.17786  -0.20
38 C 2.87597 1.97958 2.06869  -0.21
39 C 2.10713 1.61903 0.97387  -0.20
40 C -3.03950 2.32570 -0.30159  -0.09
41 H -5.65872 0.10792 -0.18174  0.23
42 H -6.88774 2.12047 0.54617  0.23
43 H -5.72864 4.30446 0.52830  0.22
44 H -3.87337 5.62669 0.14576  0.22
45 H -1.47642 5.92720 -0.40426  0.23
46 H -0.05631 3.94275 -0.64191  0.22
47 H -0.48690 -0.10005 -2.86084  0.21
48 H 0.78476 -0.04536 -4.95486  0.23
49 H 2.60161 1.60970 -5.25721  0.23
50 H 3.15177 3.18126 -3.43454  0.22
51 H 1.93898 3.08838 -1.30597  0.22
52 H -0.92170 2.63044 2.10981  0.22
53 H 0.44328 3.23329 4.05662  0.23
54 H 2.88551 2.84744 4.03052  0.23
55 H 3.94372 1.80205 2.05525  0.22
56 H 2.57995 1.14104 0.12376  0.23
57 C -1.38734 -6.01877 -1.29568  -0.96
58 As -0.06564 -4.68578 -0.92113  1.51
59 C -0.17224 -4.31062 0.95160  -0.97
60 C 1.65856 -5.43744 -1.26288  -0.97
61 S -0.40588 -2.99643 -2.18776  -0.62
62 H -1.13389 -6.93685 -0.76748  0.25
63 H -1.41405 -6.19423 -2.36984  0.26
64 H -2.35681 -5.65104 -0.96469  0.26
65 H -0.05010 -5.25073 1.49038  0.26
66 H -1.14659 -3.87640 1.18757  0.27
67 H 0.61527 -3.60694 1.22097  0.27
68 H 1.78953 -6.34090 -0.66870  0.25
69 H 2.40977 -4.69295 -0.99540  0.27
70 H 1.73212 -5.66790 -2.32489  0.26

The LUMO energy (alpha / beta) comes out at -0.08869 / -0.08867 Ha. The calculation puts the largest force on an atom at 1.1 eV/Å. As for the net charge: +1. For the highest occupied orbital energy (alpha / beta), the calculation gives -9.00 / -9.05 eV. The multiplicity is 1.



[3]
# C30H40AsF6GeInN6O4S2

A molecular structure, C30H40AsF6GeInN6O4S2 (ωB97M-V/def2-TZVPD, the Open Molecules 2025 dataset).

Last column: Mulliken spin population.
Atoms and positions in Å:
1 In -0.54768 -0.71654 -0.05981  0.01
2 C 5.74217 0.45614 -1.05116  0.00
3 C 4.80896 -0.75812 -1.11293  0.00
4 C 4.64409 -1.43306 0.22904  0.00
5 C 5.62593 -2.30959 0.68450  0.00
6 C 5.48996 -2.97315 1.89249  0.00
7 C 4.34432 -2.77580 2.65104  0.00
8 C 3.34403 -1.90790 2.23303  0.00
9 C 2.12052 -1.67978 3.08554  0.00
10 C 2.23006 -0.38922 3.90786  0.00
11 C 3.50356 -1.21418 1.02012  -0.01
12 N 2.47267 -0.37573 0.55361  0.01
13 C 2.60688 0.89828 0.63726  -0.01
14 C 1.69022 1.83451 0.06826  0.02
15 C 1.68544 3.22841 0.22135  0.00
16 C 0.60131 3.69557 -0.52229  0.03
17 C 0.00888 2.55163 -1.10365  0.07
18 N 0.66404 1.43574 -0.75739  0.01
19 H 5.84907 0.91375 -2.03700  0.00
20 H 6.73259 0.16143 -0.69820  0.00
21 H 5.34804 1.21050 -0.36859  0.00
22 H 5.21626 -1.48143 -1.82459  0.00
23 H 3.83123 -0.44306 -1.47843  0.00
24 H 6.50940 -2.47064 0.07345  0.00
25 H 6.26854 -3.64266 2.23807  0.00
26 H 4.22408 -3.30360 3.59188  0.00
27 H 1.99041 -2.52780 3.76067  0.00
28 H 1.24253 -1.62562 2.43802  0.00
29 H 3.11883 -0.41296 4.54179  0.00
30 H 1.35416 -0.26150 4.54770  0.00
31 H 2.29841 0.48226 3.25524  0.00
32 H 3.45384 1.33335 1.18247  0.00
33 H 2.37681 3.80710 0.81931  0.00
34 H 0.26593 4.71545 -0.64246  -0.01
35 H -0.85564 2.51016 -1.75398  0.00
36 N -0.95032 -6.35575 -4.03682  0.00
37 C -0.69233 -5.02453 -4.20352  0.00
38 O -1.11855 -4.38402 -5.14073  0.00
39 C 0.21944 -4.45373 -3.15306  0.00
40 C 1.56508 -4.79445 -3.13130  0.00
41 C 2.37713 -4.26334 -2.14252  0.00
42 C 1.80993 -3.40387 -1.21504  0.00
43 N 0.52262 -3.06234 -1.24154  0.00
44 C -0.25894 -3.57441 -2.19092  0.00
45 H -1.64500 -6.77708 -4.62949  0.00
46 H -0.73594 -6.80440 -3.16446  0.00
47 H 1.96895 -5.45360 -3.89182  0.00
48 H 3.42877 -4.51286 -2.08199  0.00
49 H 2.40461 -2.96622 -0.42162  0.00
50 H -1.30274 -3.27185 -2.17439  0.00
51 F -3.42471 -0.73540 0.79288  0.00
52 As -3.83042 -2.33684 0.22680  0.00
53 F -2.94694 -2.02233 -1.25224  0.00
54 F -5.25675 -1.70774 -0.51254  0.00
55 F -4.20765 -3.92534 -0.34663  0.00
56 F -4.66894 -2.63589 1.70373  0.00
57 F -2.36473 -2.97094 0.91604  0.00
58 C -4.15027 0.82997 3.62514  0.02
59 Ge -2.29109 0.70845 4.18730  0.08
60 C -1.80458 -1.19026 3.86161  0.04
61 C -1.88889 0.93388 6.08768  0.01
62 C -0.87588 1.49258 2.88552  0.05
63 H -4.63005 -0.13172 3.80933  0.00
64 H -4.19409 1.02372 2.55378  -0.01
65 H -4.67385 1.62098 4.15902  0.00
66 H -2.50980 -1.82730 4.40393  0.00
67 H -0.79180 -1.42332 4.19682  0.00
68 H -1.88801 -1.42252 2.80161  -0.01
69 H -2.44637 0.17440 6.63853  0.00
70 H -2.17974 1.92642 6.43016  0.00
71 H -0.82367 0.78994 6.27299  0.00
72 H -0.41389 0.66828 2.35127  0.00
73 H -0.15462 2.05949 3.48206  0.02
74 O -2.63036 5.19050 2.55948  0.00
75 S -1.90449 4.17499 3.26907  0.00
76 O -0.54423 4.46820 3.64279  0.00
77 O -2.67461 3.42985 4.25129  0.02
78 S -1.61904 2.61611 1.75981  0.66
79 N 0.97901 -0.59477 -3.23313  0.00
80 C -0.28420 -0.24678 -3.66037  0.00
81 C -0.60391 -0.15137 -5.02077  0.00
82 C -1.86984 0.25824 -5.37403  0.00
83 C -2.80321 0.55443 -4.38578  0.00
84 C -2.42480 0.36848 -3.07298  0.00
85 N -1.20194 -0.02523 -2.71104  0.00
86 H 1.71851 -0.48428 -3.90443  0.00
87 H 1.18808 -0.23891 -2.30589  0.00
88 H 0.13908 -0.38413 -5.77354  0.00
89 H -2.13229 0.35634 -6.42005  0.00
90 H -3.79520 0.90320 -4.63487  0.00
91 H -3.12053 0.53403 -2.25764  0.00

The LUMO energy (alpha / beta) comes out at 0.07831 / -0.02177 Ha. The calculation puts the largest force on an atom at 1.5 eV/Å. As for the net charge: -1. For the highest occupied orbital energy (alpha / beta), the calculation gives -5.45 / -5.34 eV. The multiplicity is 2. As for the expectation value of S²: 0.75.



[4]
# C18H28N8

8 unconnected molecules or ions with the total composition C18H28N8 (ωB97M-V/def2-TZVPD, the Open Molecules 2025 dataset).

Last column: natural (NBO) charge in e.
Atoms and positions in Å:
1 C -12.65318 5.58680 10.08977  -0.74
2 C -13.91760 5.28361 10.68738  0.32
3 N -14.91280 4.95753 11.15866  -0.37
4 H -12.29309 4.78195 9.46440  0.27
5 H -11.89823 5.61912 10.88846  0.26
6 H -12.68145 6.52038 9.51876  0.26
7 C -17.19652 4.62002 14.26212  -0.74
8 C -17.59925 5.85837 13.71673  0.31
9 N -18.08770 6.77573 13.22236  -0.36
10 H -16.71994 4.87317 15.19347  0.25
11 H -16.44432 4.15707 13.59774  0.28
12 H -17.96698 3.87494 14.38339  0.27
13 C -15.40201 1.21213 11.02581  -0.76
14 C -14.38227 1.56352 10.13058  0.36
15 N -13.55284 1.79579 9.35357  -0.43
16 H -16.14864 0.56588 10.61967  0.27
17 H -15.91736 2.15157 11.33410  0.29
18 H -14.99553 0.78749 11.92652  0.25
19 C -9.79498 0.52500 7.49169  -0.73
20 C -9.05755 1.65541 8.00997  0.29
21 N -8.45067 2.56036 8.40246  -0.34
22 H -10.83449 0.91591 7.53974  0.27
23 H -9.72184 -0.31688 8.17677  0.26
24 H -9.37960 0.26570 6.54722  0.25
25 C -14.75945 3.45607 6.78547  -0.72
26 C -15.80613 3.05223 7.74152  0.33
27 N -16.65588 2.56593 8.33280  -0.38
28 H -15.20011 3.53296 5.78639  0.25
29 H -14.04226 2.62317 6.75741  0.27
30 H -14.30384 4.40072 7.04790  0.25
31 C -18.64387 4.49022 10.76918  -0.76
32 C -19.60549 4.37268 9.70534  0.33
33 N -20.42381 4.24107 8.92715  -0.39
34 H -17.60494 4.56981 10.42148  0.27
35 H -18.63141 3.61382 11.39379  0.26
36 H -18.88076 5.30590 11.45203  0.27
37 C -19.81197 1.37211 7.34290  -0.73
38 C -19.60743 0.88467 8.71256  0.34
39 N -19.36369 0.62044 9.81420  -0.39
40 H -19.33937 0.67906 6.65013  0.24
41 H -19.32958 2.33267 7.39316  0.28
42 H -20.85967 1.55628 7.09260  0.26
43 C -17.76123 -2.09663 12.54815  -0.61
44 C -19.09809 -1.61046 12.97970  -0.38
45 C -19.05678 -0.43787 13.97525  -0.50
46 C -18.29508 0.75621 13.50556  0.34
47 N -17.61748 1.62774 13.25654  -0.40
48 H -17.76262 -2.91392 11.82379  0.23
49 H -17.15819 -2.39797 13.42820  0.20
50 H -17.18998 -1.29108 12.14948  0.21
51 H -19.63546 -2.36101 13.55765  0.20
52 H -19.74117 -1.37639 12.10344  0.23
53 H -18.54826 -0.84337 14.86336  0.24
54 H -20.02957 -0.07498 14.25125  0.25

The LUMO energy comes out at 0.01729 Ha. The calculation puts the largest force on an atom at 3.4 eV/Å. As for the net charge: 0. For the highest occupied orbital energy, the calculation gives -10.97 eV. The multiplicity is 1. Its structure (SMILES) is CCCC#N.CC#N.CC#N.CC#N.CC#N.CC#N.CC#N.CC#N.



Number 1: electronic energy -829.82901 Ha. Number 2: electronic energy -5506.50182 Ha. Number 3: electronic energy -7695.33218 Ha. Number 4: electronic energy -1140.64071 Ha.